Entry from the Open Molecules 2025 dataset: a structure of composition C2H2LaO2P in a non-equilibrium geometry (ωB97M-V with the def2-TZVPD basis set).

The geometry in XYZ format:
```
8
Properties=species:S:1:pos:R:3:mulliken_charge:R:1
La -0.65650 -1.62140 -1.16341 1.591
P -3.01194 -0.62162 1.67931 0.565
O 0.53102 1.34501 1.46660 -0.194
O -2.33901 -1.29758 0.41649 -0.326
C 1.25334 0.39375 -0.71691 -1.440
C 1.02015 0.78995 0.56094 0.920
H 2.19536 -0.16763 -0.79611 0.444
H 1.00759 1.17952 -1.44691 0.442
```

Values from the calculation:
- ΔE to the lowest compared entry with this formula, charge and spin (kcal/mol) = 0.00
- net charge = +2
- molecular weight (g/mol) = 227.92
- Kohn-Sham gap (spin up / spin down) (eV) = 6.71 / 4.71



Entry from the Open Molecules 2025 dataset: a structure of composition C25H19FN3O4S4Sn (ωB97M-V with the def2-TZVPD basis set).

The geometry in XYZ format:
```
57
Properties=species:S:1:pos:R:3:mulliken_charge:R:1
Sn -0.20681 0.23427 0.65422 0.972
S -1.08187 -2.17341 0.42084 -0.257
S -2.27720 0.93995 -0.40068 -0.400
S 1.62220 -0.40996 2.08908 -0.312
S 0.03341 2.60505 1.73853 -0.341
F 4.56629 1.08897 -5.58328 -0.296
O 5.98175 -1.10513 -4.60617 -0.581
O 0.30276 1.57016 -2.36978 -0.597
O 0.85281 -0.14253 -1.03298 -0.526
O 2.22853 -2.68325 -2.57176 -0.622
N 4.08321 -1.86483 -3.60673 -0.078
N 2.06539 -0.73081 -3.74884 0.171
N -1.72898 0.08654 2.50681 0.261
C 0.67016 -0.57546 -3.37269 -1.369
C 3.97777 0.15908 -4.83426 0.264
C -1.13349 2.39880 3.13281 -0.942
C -2.08568 -2.26701 1.92829 -0.806
C -2.21215 -1.84518 -0.90977 0.515
C -3.80051 -1.54005 -3.15048 -0.658
C 3.47682 1.11254 3.28907 -0.894
C 2.23248 1.14577 2.65402 1.082
C 0.55376 0.40264 -2.20771 1.177
C -3.76600 -0.92268 3.19683 -0.887
C -3.27699 1.33234 3.80328 -0.976
C 3.44673 3.50038 3.60807 -0.691
C 2.75164 -1.82675 -3.25150 0.485
C 2.22177 3.55955 2.97545 -0.529
C 2.68604 0.23776 -4.51824 -0.037
C 4.81013 -0.95291 -4.37589 0.300
C 4.06780 2.26721 3.76562 -0.581
C -2.62785 -0.55445 -1.27287 0.794
C -3.38111 -2.81143 -2.78131 -0.692
C -2.07234 1.21515 3.12435 0.662
C -2.57280 -2.95764 -1.67006 -0.608
C -4.13690 0.25113 3.83330 -0.520
C -3.41918 -0.43045 -2.41737 -0.783
C 1.60872 2.39179 2.51855 0.313
C -2.54780 -0.97054 2.54500 0.591
H -3.53670 2.26372 4.28719 0.465
H 3.98375 0.16273 3.39590 0.467
H -0.51262 2.37316 4.02937 0.483
H -2.20512 -3.93532 -1.38623 0.495
H 3.91776 4.40560 3.96402 0.407
H -4.41228 -1.78928 3.20156 0.458
H 1.72852 4.51120 2.82498 0.452
H -1.72235 3.31392 3.16120 0.562
H 4.59806 -2.66405 -3.26393 0.241
H -5.08876 0.32208 4.34198 0.441
H -4.41885 -1.40673 -4.02820 0.418
H -3.72881 0.55834 -2.72889 0.479
H 2.06913 1.06538 -4.83950 0.438
H 0.30426 -1.55978 -3.09311 0.447
H -3.66552 -3.67763 -3.36181 0.431
H -1.43152 -2.78357 2.63568 0.469
H -2.92952 -2.92166 1.72020 0.498
H 0.10596 -0.17747 -4.21386 0.353
H 5.03215 2.20475 4.25170 0.393
```

Values from the calculation:
- ΔE to the lowest compared entry with this formula, charge and spin (kcal/mol) = 21.00
- net charge = +1
- molecular weight (g/mol) = 691.42
- Kohn-Sham gap (eV) = 7.45



Entry from the Open Molecules 2025 dataset: a structure of composition C7H17NP in a non-equilibrium geometry (ωB97M-V with the def2-TZVPD basis set).

The geometry in XYZ format:
```
26
Properties=species:S:1:pos:R:3:mulliken_charge:R:1
P 1.91604 -0.03485 0.21806 0.224
N -0.29499 -0.60326 0.25386 0.354
C -0.77058 -1.20243 1.48444 -1.400
C 0.09817 -1.53984 -0.76879 -0.533
C -1.20826 0.42692 -0.36565 0.902
C -2.61266 0.42022 0.16010 -1.939
C 1.68287 1.70844 0.75738 -1.004
C -0.82003 1.36295 -1.22404 -1.101
C 1.31120 -0.83977 -1.37270 -0.855
H 0.60151 1.93851 0.89996 0.363
H -2.84478 0.95255 0.98701 0.465
H 0.09019 -1.53338 1.88642 0.437
H -2.99017 -0.55638 0.34344 0.435
H -1.33271 -1.98476 1.19349 0.591
H 2.09604 2.39616 -0.02118 0.368
H 0.47280 -2.35863 -0.20980 0.499
H 1.08313 -0.12871 -2.05307 0.463
H 2.18736 -1.46755 -1.82181 0.424
H 3.41157 -0.07101 0.18397 0.196
H -1.17984 -0.44407 2.23185 0.289
H 2.48679 2.02889 1.38681 0.433
H -0.53242 -1.69523 -1.63160 0.272
H 1.92796 -1.05473 1.20606 0.099
H -3.33818 0.66012 -0.53503 0.542
H -1.57711 2.13144 -1.42751 0.305
H 0.13609 1.48838 -1.76167 0.174
```

Values from the calculation:
- ΔE to the lowest compared entry with this formula, charge and spin (kcal/mol) = 47.65
- net charge = +1
- molecular weight (g/mol) = 146.19
- Kohn-Sham gap (eV) = 10.76



Entry from the Open Molecules 2025 dataset: a cluster of 7 separate species, C14H40ClO10 in total in a non-equilibrium geometry (ωB97M-V with the def2-TZVPD basis set).

The geometry in XYZ format:
```
65
Properties=species:S:1:pos:R:3:mulliken_charge:R:1
Cl -0.02764 0.24265 0.05495 1.724
O -0.59131 -1.01013 0.51636 -0.665
O -2.57000 -0.24073 4.53650 -0.553
O 0.45107 0.02091 -1.29809 -0.718
O 2.03956 -2.53485 -1.97956 -0.584
O 4.12625 1.06973 1.25064 -0.531
O -1.21772 4.23318 -0.80168 -0.563
O -1.07515 1.23327 0.01160 -0.714
O 1.05115 0.68540 0.90104 -0.762
O -4.37449 -2.80889 -2.69036 -0.599
O 3.31423 -1.60335 4.63637 -0.525
C 6.19804 0.13660 0.48441 -1.220
C -2.96550 -1.01418 3.38058 0.798
C -2.94685 -0.92315 -2.93705 -1.113
C 3.47508 -0.36798 3.98268 -0.277
C -3.93572 -2.12957 3.81547 -1.519
C 1.59556 -3.10889 -0.75035 -0.151
C -3.20021 -2.19665 -2.14639 0.909
C -1.38865 4.34155 -2.22900 0.728
C 4.04894 -0.02054 -0.90109 -1.458
C 4.89312 0.81040 0.05324 0.835
C -2.01913 -3.15845 -2.24362 -0.890
C -1.55477 5.83169 -2.50555 -1.512
C -3.57564 -0.06565 2.36313 -0.909
C -0.19391 3.73237 -2.93059 -1.102
H 4.48932 -0.14860 3.61992 0.171
H -4.62630 0.15410 2.60401 0.389
H -1.96841 5.95398 -3.51628 0.396
H -2.31951 6.28523 -1.87121 0.367
H 0.75685 4.01112 -2.47931 0.281
H -3.88999 -2.84794 2.99858 0.398
H 4.60950 -0.31701 -1.79116 0.447
H -3.63988 -0.53334 1.37655 0.018
H 3.12490 0.48552 -1.19024 0.319
H -3.08377 0.90010 2.29953 0.289
H 3.19501 0.96471 1.02375 0.306
H 2.88510 -0.32031 3.06088 0.041
H -3.39963 -1.98672 -1.09229 -0.100
H -2.68258 -1.08310 -3.98040 0.352
H 3.69716 -0.95286 -0.44435 0.322
H 0.52400 -3.24524 -0.63570 -0.061
H -2.01492 -3.63023 -3.22799 0.388
H -2.07483 -0.46231 -2.46435 0.157
H -1.04429 -2.70570 -2.08177 -0.114
H -3.81777 -0.27964 -2.82185 0.344
H 1.91746 -2.45622 0.07367 -0.005
H -0.67316 6.46971 -2.44040 0.334
H -3.33800 -0.26110 5.11481 0.311
H -3.55960 -2.56131 4.74512 0.411
H 5.03211 1.77953 -0.44150 0.179
H -2.14486 -3.92742 -1.47401 0.345
H 6.99138 0.87383 0.32981 0.279
H -4.94068 -1.77950 4.05157 0.355
H 3.21500 0.52351 4.55226 0.306
H -1.28838 3.29070 -0.58963 0.333
H -4.62913 -3.59578 -2.20252 0.317
H 3.63873 -2.28967 4.05233 0.306
H -0.25077 2.64401 -2.94884 0.261
H 6.40537 -0.73416 -0.14253 0.326
H 2.16902 -4.02014 -0.56798 0.404
H -0.16942 4.13364 -3.95146 0.349
H 6.26873 -0.20760 1.51249 0.292
H -2.08861 -1.44962 2.90344 0.026
H 1.51464 -1.71585 -2.03739 0.352
H -2.34611 3.88692 -2.49920 0.180
```

Values from the calculation:
- ΔE to the lowest compared entry with this formula, charge and spin (kcal/mol) = 28.60
- net charge = -1
- molecular weight (g/mol) = 403.92
- Kohn-Sham gap (eV) = 9.86



Entry from the Open Molecules 2025 dataset: a structure of composition C2HO2S2 in a non-equilibrium geometry (ωB97M-V with the def2-TZVPD basis set).

The geometry in XYZ format:
```
7
Properties=species:S:1:pos:R:3:mulliken_charge:R:1
S 2.42932 0.51113 1.62278 -0.573
S 0.05028 1.39743 0.88034 -0.060
O -1.64984 -1.68567 -0.79789 -0.650
O -0.77583 0.23849 -1.75585 -0.487
C -1.24141 -0.52547 -0.82324 0.797
C -1.03525 0.60543 0.02491 -0.078
H 2.22274 -0.54134 0.84895 0.051
```

Values from the calculation:
- ΔE to the lowest compared entry with this formula, charge and spin (kcal/mol) = 45.43
- net charge = -1
- molecular weight (g/mol) = 121.16
- Kohn-Sham gap (eV) = 7.23



Entry from the Open Molecules 2025 dataset: the ion C22H48BClFN3O6PS with charge +1 in a non-equilibrium geometry (ωB97M-V with the def2-TZVPD basis set).

The geometry in XYZ format:
```
84
Properties=species:S:1:pos:R:3:mulliken_charge:R:1
Cl 0.82866 -5.83665 0.29031 -0.194
S -1.15537 -5.67585 -0.13297 1.137
P -2.43734 2.45617 -1.58335 -0.140
F -0.68607 0.40261 1.16252 -0.453
O -2.67710 1.18552 -2.62798 -0.537
O -1.33657 -4.91903 -1.32988 -0.536
O -1.14715 3.31370 -2.05418 -0.405
O -5.36072 2.03100 -0.52108 -0.586
O -1.69861 -6.98274 -0.16560 -0.561
O -5.00204 0.36709 1.68090 -0.643
N -3.61805 -0.47484 -0.02982 0.588
N -2.05016 1.76016 -0.06996 0.369
N -4.69711 4.02003 0.73628 -0.156
C -1.12455 -3.71649 1.90401 -0.988
C -1.29403 0.51864 -0.08724 1.635
C -1.59862 -2.04303 0.13899 -0.603
C 3.16229 0.15300 -2.47164 0.117
C 4.61703 -0.34827 -2.41249 -1.059
C 0.90296 1.63226 -0.82877 -0.962
C 7.79889 -0.38954 2.63988 -1.185
C -1.94569 -4.84470 1.25220 -0.771
C -5.50266 4.10526 1.97343 -1.134
C 1.59567 2.09253 -2.12522 -1.032
C -0.13383 0.52142 -1.08584 -2.017
C -3.69464 0.33018 1.19521 -0.682
C 3.08571 1.65069 -2.12830 -0.937
C -2.16588 -0.72655 -0.39531 -0.979
C 6.23838 -1.47097 -0.79178 -0.765
C -1.71476 -2.31747 1.63778 -0.420
C -4.49342 -1.68298 -0.03518 -1.027
C 5.03138 -0.54662 -0.94224 -0.306
C 7.09697 -0.23705 1.27829 -0.284
C -3.21320 1.74348 0.83501 -1.024
C 6.66265 -1.57038 0.68380 -0.645
C -3.47038 4.82635 0.89714 -0.926
B -4.44180 2.66159 0.32649 1.367
H 5.23659 0.44426 -0.54931 0.188
H -0.47485 0.46592 -2.11627 0.626
H 1.66122 1.25512 -0.15123 0.709
H -4.58937 -2.13346 0.94065 0.360
H 6.20527 0.36597 1.41127 0.167
H 4.66533 -1.29722 -2.94204 0.378
H 5.23705 0.41819 -2.86768 0.391
H -4.98944 0.77555 2.56147 0.454
H -2.05718 -2.83819 -0.43682 0.273
H 7.45098 -2.31660 0.73612 0.448
H -3.99098 0.13119 -0.77386 0.566
H 5.78850 -1.91328 1.23963 0.240
H -2.86634 2.15934 1.78661 0.020
H 1.15085 1.61659 -2.99231 0.405
H -5.48457 -1.36450 -0.33319 0.340
H 7.12165 -0.10234 3.43865 0.313
H 2.54208 -0.37017 -1.74364 -0.252
H -3.67572 5.82374 0.51020 0.297
H 3.45080 1.79073 -1.11586 0.308
H 1.59441 3.17141 -2.22696 0.431
H 0.43184 2.46428 -0.31766 0.619
H 5.91155 -2.44841 -1.13540 0.391
H -2.17057 -0.80586 -1.47555 0.200
H 3.66712 2.22200 -2.84448 0.446
H -5.61250 5.15439 2.22258 0.392
H 4.16714 -0.94540 -0.41074 0.268
H -4.16938 -2.39444 -0.78124 0.488
H -2.10252 -5.63182 1.98002 0.440
H -2.92726 -4.52532 0.91961 0.347
H -0.54502 -2.09728 -0.10817 0.766
H -1.48973 4.09239 -2.52442 0.395
H -3.03927 -0.04120 1.98038 0.791
H -2.73572 -2.34462 2.01663 0.134
H 2.71899 0.02022 -3.45834 0.406
H -6.50120 3.72202 1.78735 0.281
H -2.62430 4.44833 0.33395 0.187
H -4.99334 3.58861 2.79387 0.321
H 7.04841 -1.06168 -1.39169 0.314
H -3.32135 1.52379 -3.27347 0.393
H -1.14348 -1.63029 2.25228 0.327
H -0.11429 -3.71646 1.49858 0.546
H -5.39359 2.50209 -1.36680 0.328
H 8.13198 -1.40551 2.80685 0.330
H -3.23715 4.96780 1.95347 0.383
H 7.74533 0.29708 0.58701 0.323
H 0.37792 -0.41619 -0.89142 0.538
H -1.04326 -3.91836 2.96421 0.419
H 8.62649 0.30913 2.69366 0.305
```

Values from the calculation:
- net charge = +1
- SMILES = CCCCCCCCCCC[C@]1(F)[C@@H](CCCCS(=O)(=O)Cl)[N@@H+](C)[C@H](O)[C@H](B(O)N(C)C)N1P(O)O
- molecular weight (g/mol) = 578.95
- Kohn-Sham gap (eV) = 9.04